No. 1
{
  "formula": "C26H32IrN5OS",
  "method": "ωB97M-V with the def2-TZVPD basis set",
  "max_force_ev_per_a": 0.6,
  "molar_mass_da": 654.86,
  "homo_ev": [-16.99, -17.44],
  "s2": 0.782,
  "gap_ha": [0.224, 0.211],
  "spin_multiplicity": 2,
  "de_lowest_ev": 0.000,
  "energy_ev": -50625.662,
  "total_charge": 3,
  "species": ["Ir", "C", "C", "C", "C", "C", "N", "C", "C", "C", "C", "C", "C", "C", "N", "C", "C", "C", "N", "C", "C", "N", "C", "C", "C", "N", "H", "H", "H", "H", "H", "H", "H", "H", "H", "H", "H", "H", "H", "H", "H", "H", "H", "H", "C", "C", "C", "S", "O", "C", "C", "C", "H", "H", "H", "H", "H", "H", "H", "H", "H", "H", "H", "H", "H", "H"],
  "xyz": [[-0.48344, -1.36033, 0.63637], [-4.85898, 3.85736, 1.80729], [-3.67472, 3.01698, 1.48150], [-2.39434, 3.35298, 1.95664], [-1.32399, 2.54168, 1.71279], [-1.44609, 1.35149, 0.93837], [-0.33164, 0.57194, 0.78865], [0.95435, 1.15127, 0.69824], [1.14082, 2.28988, -0.10070], [2.38428, 2.86641, -0.22118], [3.49820, 2.32673, 0.43007], [4.85448, 2.93750, 0.26632], [3.31134, 1.18638, 1.21402], [2.06294, 0.61546, 1.36103], [1.91701, -0.49605, 2.22919], [2.63918, -0.81425, 3.31742], [2.19840, -2.03427, 3.79051], [1.18267, -2.41159, 2.93087], [1.01522, -1.47484, 1.97615], [-2.73763, 1.03030, 0.42974], [-3.80763, 1.83974, 0.72463], [-2.96438, -0.08248, -0.44332], [-4.01310, -0.24834, -1.27965], [-4.04854, -1.56451, -1.67568], [-2.97020, -2.16241, -1.03162], [-2.31299, -1.26220, -0.29082], [-4.61987, 4.91737, 1.71971], [-5.15220, 3.68498, 2.84785], [-5.71441, 3.62893, 1.17617], [-2.26236, 4.24579, 2.55493], [-0.36013, 2.77591, 2.14207], [0.29391, 2.71640, -0.62127], [2.50333, 3.74814, -0.83886], [4.80207, 4.02344, 0.34072], [5.25667, 2.69980, -0.72108], [5.55547, 2.56996, 1.01246], [4.16510, 0.73969, 1.70772], [3.39353, -0.14702, 3.70301], [2.55718, -2.56321, 4.65730], [0.55960, -3.29416, 2.95395], [-4.79629, 1.57051, 0.37821], [-4.66531, 0.56945, -1.53794], [-4.76558, -2.02749, -2.33371], [-2.64505, -3.19192, -1.06462], [1.54380, -5.50862, -0.52841], [1.54262, -3.99018, -0.36754], [0.71580, -3.33828, -1.47468], [0.63328, -1.55145, -1.29209], [1.93771, -0.94808, -1.23179], [-0.25092, -0.98740, -2.74517], [-0.43329, 0.53136, -2.81796], [0.76482, 1.25136, -3.42947], [2.21215, -5.96294, 0.20033], [1.89776, -5.79362, -1.52004], [0.54886, -5.93220, -0.38623], [2.55867, -3.59692, -0.40309], [1.13734, -3.71763, 0.61447], [-0.31234, -3.71187, -1.52212], [1.16652, -3.48301, -2.46263], [-1.17853, -1.55954, -2.78763], [0.40877, -1.34131, -3.54607], [-0.65447, 0.92533, -1.82582], [-1.32778, 0.70948, -3.41720], [1.67044, 1.09798, -2.84222], [0.57148, 2.32177, -3.49507], [0.95052, 0.89439, -4.44304]],
  "lowdin_spin": [0.03, 0.03, 0.14, 0.00, 0.08, 0.08, 0.29, 0.03, 0.05, -0.01, 0.06, 0.01, 0.01, 0.04, 0.00, 0.01, 0.00, 0.01, 0.00, 0.08, 0.02, 0.01, 0.01, 0.00, 0.01, 0.00, 0.01, 0.01, 0.00, 0.00, 0.00, 0.00, 0.00, 0.00, 0.00, 0.00, 0.00, 0.00, 0.00, 0.00, 0.00, 0.00, 0.00, 0.00, 0.00, 0.00, 0.00, 0.00, 0.00, 0.00, 0.00, 0.00, 0.00, 0.00, 0.00, 0.00, 0.00, 0.00, 0.00, 0.00, 0.00, 0.00, 0.00, 0.00, 0.00, 0.00]
}

=====

No. 2
{
  "formula": "C60H46CdN7O8",
  "method": "ωB97M-V with the def2-TZVPD basis set",
  "max_force_ev_per_a": 0.6,
  "molar_mass_da": 1105.48,
  "homo_ev": -2.88,
  "gap_ha": 0.182,
  "de_lowest_ev": 1.423,
  "energy_ev": -94343.823,
  "total_charge": -1,
  "species": ["Cd", "C", "O", "C", "C", "C", "C", "C", "C", "C", "C", "C", "C", "C", "N", "C", "C", "C", "C", "C", "C", "C", "C", "C", "C", "O", "C", "C", "C", "C", "N", "C", "C", "C", "C", "C", "C", "O", "C", "C", "C", "C", "C", "C", "C", "N", "C", "C", "N", "C", "C", "C", "C", "O", "C", "C", "C", "H", "H", "H", "H", "H", "H", "H", "H", "H", "H", "H", "H", "H", "H", "H", "H", "H", "H", "H", "H", "H", "H", "H", "H", "H", "H", "H", "H", "H", "H", "H", "H", "H", "H", "H", "H", "O", "C", "O", "C", "C", "C", "C", "C", "N", "C", "O", "O", "H", "H", "H", "H", "N", "C", "C", "C", "N", "C", "C", "H", "H", "H", "H", "H", "H"],
  "xyz": [[0.13487, -0.19141, 0.43253], [-0.97351, -9.73513, -2.58592], [-0.85561, -8.59168, -3.40442], [-0.69978, -7.39172, -2.76828], [-0.64859, -6.26744, -3.58431], [-0.50042, -5.01067, -3.02612], [-0.39955, -4.83488, -1.64253], [-0.43441, -5.97533, -0.84631], [-0.58742, -7.24733, -1.39207], [-0.24676, -3.47844, -1.04605], [0.86654, -3.29093, -0.14024], [1.96624, -4.15012, 0.07901], [2.78896, -3.53410, 1.02704], [2.15221, -2.33236, 1.35864], [1.01159, -2.19375, 0.66806], [2.62310, -1.18490, 2.24733], [3.17582, -0.10495, 1.32516], [4.47688, 0.35391, 1.05120], [4.34497, 1.27985, 0.01755], [2.97409, 1.33079, -0.31986], [2.36711, 2.13037, -1.35141], [3.30077, 2.90061, -2.22364], [3.24623, 4.28108, -2.33494], [4.12659, 4.98330, -3.15736], [5.08348, 4.29405, -3.88189], [6.00294, 4.89152, -4.69537], [5.83959, 6.27411, -4.92259], [5.14782, 2.90502, -3.79441], [4.27035, 2.22184, -2.97505], [1.02394, 2.19714, -1.66013], [0.01811, 1.44376, -1.05787], [-1.13207, 1.69958, -1.67837], [-2.33795, 0.89762, -1.54110], [-3.62574, 1.56211, -1.38526], [-4.85380, 0.88660, -1.21874], [-6.03302, 1.54674, -0.88747], [-6.04733, 2.91856, -0.69398], [-7.16762, 3.63338, -0.31383], [-8.11559, 2.92876, 0.45777], [-4.87309, 3.62573, -0.89240], [-3.70262, 2.97144, -1.23168], [-2.18239, -0.53587, -1.56074], [-3.03602, -1.52222, -2.21466], [-2.40371, -2.72168, -2.14156], [-1.16790, -2.51286, -1.41221], [-1.09362, -1.16262, -1.09493], [-0.91679, 2.72846, -2.68147], [0.41384, 2.99993, -2.69708], [2.28939, 0.48247, 0.51347], [3.47216, -1.66293, 3.41292], [4.57524, -0.97494, 3.90773], [5.25856, -1.43069, 5.02154], [4.83139, -2.56967, 5.68802], [5.56775, -2.94452, 6.77534], [5.05718, -4.00285, 7.55710], [3.70558, -3.24972, 5.23753], [3.03951, -2.78780, 4.10750], [-1.13535, -10.57582, -3.25490], [-1.82032, -9.65220, -1.89959], [-0.06457, -9.91160, -2.00404], [-0.72060, -6.40437, -4.65733], [-0.44848, -4.13990, -3.66837], [-0.35427, -5.86328, 0.22807], [-0.61798, -8.10544, -0.73342], [2.16075, -5.08334, -0.43009], [3.72074, -3.90233, 1.43193], [5.39504, 0.04085, 1.52323], [5.13832, 1.85618, -0.43648], [2.50877, 4.82811, -1.75826], [4.05251, 6.06134, -3.21317], [6.62455, 6.56646, -5.61355], [5.94451, 6.85344, -4.00139], [4.86555, 6.49309, -5.36836], [5.89720, 2.38080, -4.37678], [4.31712, 1.14201, -2.91705], [-4.88084, -0.18934, -1.31097], [-6.94450, 0.97106, -0.77115], [-8.74621, 3.67419, 0.94110], [-7.62647, 2.31517, 1.22005], [-8.75059, 2.28552, -0.15968], [-4.88531, 4.70346, -0.76012], [-2.79735, 3.55361, -1.35037], [-3.95216, -1.31084, -2.74484], [-2.75043, -3.66193, -2.54455], [-1.67323, 3.11751, -3.34780], [0.93650, 3.66041, -3.37316], [4.88207, -0.04922, 3.44416], [6.12148, -0.89749, 5.40221], [5.73071, -4.11000, 8.40298], [5.03257, -4.94329, 6.99960], [4.05054, -3.78025, 7.92247], [3.33429, -4.12690, 5.74922], [2.15906, -3.31395, 3.75609], [-4.57933, 0.29807, 2.35042], [-3.30266, -0.02976, 2.05988], [-3.00705, -0.83154, 1.22853], [-2.32371, 0.74403, 2.89557], [-2.74106, 1.72662, 3.77406], [-1.79126, 2.34040, 4.57980], [-0.47809, 1.93685, 4.48913], [-0.15327, 0.96600, 3.55506], [-1.04755, 0.39032, 2.75883], [1.28484, 0.49550, 3.44974], [2.20508, 1.10098, 3.92719], [1.34190, -0.66959, 2.80637], [-5.12018, -0.17457, 1.70237], [-3.78468, 2.00206, 3.81071], [-2.08011, 3.11905, 5.27482], [0.30903, 2.37171, 5.08909], [1.45513, 6.57772, -0.43033], [1.18389, 5.42077, 0.28251], [2.19510, 4.72764, 0.94375], [1.88265, 3.54749, 1.59574], [0.65537, 3.02983, 1.63646], [-0.30712, 3.70068, 0.99877], [-0.10272, 4.88296, 0.31684], [2.31257, 7.05524, -0.21926], [0.67856, 7.17645, -0.64580], [3.21648, 5.09342, 0.92899], [2.65444, 2.98569, 2.11505], [-1.30219, 3.26320, 1.03243], [-0.92202, 5.37042, -0.20093]],
  "lowdin_charge": [1.44, -0.10, -0.09, -0.29, -0.01, -0.03, -0.19, -0.02, -0.02, -0.06, -0.26, -0.05, -0.05, -0.27, 0.02, -0.23, -0.25, -0.04, -0.04, -0.28, -0.06, -0.19, -0.03, -0.02, -0.29, -0.09, -0.10, 0.00, -0.02, -0.25, 0.02, -0.28, -0.11, -0.17, -0.04, -0.05, -0.31, -0.11, -0.11, -0.02, -0.04, -0.28, -0.03, -0.02, -0.25, -0.01, -0.03, -0.01, 0.04, -0.13, -0.01, 0.00, -0.29, -0.09, -0.10, -0.01, -0.01, 0.09, 0.09, 0.09, 0.11, 0.12, 0.12, 0.10, 0.09, 0.10, 0.09, 0.10, 0.08, 0.10, 0.09, 0.09, 0.09, 0.12, 0.13, 0.08, 0.10, 0.08, 0.09, 0.08, 0.11, 0.08, 0.09, 0.10, 0.10, 0.10, 0.10, 0.12, 0.09, 0.09, 0.09, 0.10, 0.13, 0.10, -0.46, 0.14, -0.18, 0.01, -0.03, 0.00, -0.18, 0.16, -0.45, 0.14, 0.00, 0.12, 0.12, 0.11, 0.12, 0.10, -0.35, -0.03, -0.13, 0.08, -0.15, -0.03, 0.09, 0.09, 0.11, 0.11, 0.10, 0.11]
}

=====

No. 3
{
  "formula": "C6H12O",
  "method": "ωB97M-V with the def2-TZVPD basis set",
  "max_force_ev_per_a": 3.8,
  "molar_mass_da": 100.16,
  "homo_ev": -8.71,
  "gap_ha": 0.333,
  "de_lowest_ev": 3.450,
  "smiles": "C=CC(=C)CC.O",
  "energy_ev": -8460.904,
  "species": ["C", "C", "C", "C", "C", "C", "H", "H", "H", "H", "H", "H", "H", "H", "H", "H", "O", "H", "H"],
  "xyz": [[-1.71181, 1.30428, -1.23589], [-1.16501, 0.59028, -0.22774], [-0.43456, -0.70996, -0.25806], [-0.18462, -1.43258, -1.35906], [0.14435, -1.26984, 0.99720], [0.01192, -0.74762, 2.49843], [-1.75197, 0.96816, -2.32308], [-2.03458, 2.24884, -0.82991], [-1.21061, 0.95063, 0.82624], [-0.72676, -1.03519, -2.32063], [0.79818, -1.85046, -1.34861], [1.25983, -1.37278, 0.76938], [-0.27669, -2.19732, 1.15188], [0.20719, -1.62005, 3.29580], [0.84214, -0.00410, 2.49514], [-0.98889, -0.36348, 2.71982], [2.47227, 1.81539, -0.77888], [1.66067, 2.26366, -0.49292], [2.48174, 1.08168, -0.20132]],
  "nbo_charge": [-0.38, -0.23, -0.03, -0.39, -0.44, -0.62, 0.22, 0.21, 0.20, 0.19, 0.21, 0.20, 0.22, 0.22, 0.21, 0.21, -0.93, 0.47, 0.46]
}

=====

No. 4
{
  "formula": "C3H6BNO3",
  "method": "ωB97M-V with the def2-TZVPD basis set",
  "max_force_ev_per_a": 8.7,
  "molar_mass_da": 114.90,
  "homo_ev": [-4.11, -9.81],
  "s2": 2.006,
  "gap_ha": [0.175, 0.277],
  "spin_multiplicity": 3,
  "energy_ev": -11513.665,
  "species": ["B", "C", "C", "C", "N", "O", "O", "O", "H", "H", "H", "H", "H", "H"],
  "xyz": [[0.16140, -0.19885, 0.04536], [2.93724, -0.28344, 0.06971], [-1.56511, 1.19180, 0.01090], [-2.04281, -0.25685, -0.26606], [1.83213, -1.01909, 0.21144], [2.98884, 0.84761, -0.33918], [-0.16193, 1.08037, 0.23878], [-0.85339, -1.03745, -0.24290], [3.85313, -0.85011, 0.34331], [-1.72200, 1.85095, -0.84627], [-2.02808, 1.62635, 0.89992], [-2.71700, -0.63850, 0.50749], [-2.51196, -0.37272, -1.24550], [1.82953, -1.94005, 0.61301]],
  "lowdin_spin": [0.05, 0.63, 0.00, 0.00, 0.22, 0.92, 0.02, 0.02, 0.12, 0.00, 0.00, 0.00, 0.00, 0.01]
}